1.
# C31H46CeN4P2Si

A structure of composition C31H46CeN4P2Si in a non-equilibrium geometry (the ωB97M-V functional and the def2-TZVPD basis, the OMol25 dataset).

XYZ file:
```
85
Properties=species:S:1:pos:R:3:forces:R:3
Ce -0.033775 -0.221284 0.255145 -1.127 -4.153 3.752
C 2.380655 0.658043 -0.379804 0.397 1.789 -0.231
C 1.639953 1.804026 -0.212377 1.498 -0.249 -0.471
C 1.105496 2.705059 -1.305975 0.024 0.283 -0.469
C -0.337584 2.404177 -1.801045 -0.100 0.293 0.554
C -0.733013 0.944151 -1.844400 0.873 -0.378 -2.617
C 0.103129 -0.091805 -2.214653 -0.903 1.710 -1.478
C 1.516606 0.062271 -2.745971 0.270 0.080 -0.182
C 2.647102 -0.046029 -1.689389 0.084 -0.314 -0.095
C -2.121646 -1.321158 0.158505 0.121 0.330 0.041
H 2.932222 0.261697 0.484968 -0.455 -0.040 -0.027
H 1.535135 2.223324 0.800760 0.162 -0.285 -0.096
H 1.785352 2.721477 -2.171583 -0.090 -0.107 0.464
H 1.106878 3.734602 -0.907648 0.020 -0.423 -0.147
H -1.042723 2.946172 -1.147338 0.093 -0.236 -0.297
H -0.462187 2.854878 -2.802288 -0.066 -0.228 0.256
H -1.805493 0.741096 -1.714231 0.272 -0.197 0.262
H -0.306279 -1.109870 -2.280928 -0.135 0.132 0.241
H 1.628074 1.008706 -3.290344 -0.280 -0.295 0.143
H 1.680176 -0.741690 -3.482812 -0.122 0.288 0.261
H 2.860624 -1.108789 -1.495602 -0.010 0.475 0.012
H 3.577844 0.346987 -2.136107 -0.261 -0.002 0.213
H -2.107845 -2.256055 0.747521 0.144 0.382 -0.221
H -2.476203 -1.526757 -0.863460 0.093 0.003 0.241
H -2.819598 -0.609403 0.640256 0.142 -0.085 -0.093
P -1.978443 6.822713 -5.166308 -1.478 0.141 -2.176
P 0.165626 7.755159 -3.190872 1.757 1.464 0.441
N -1.984178 5.701962 -6.511122 0.686 -0.786 -0.347
N -3.467194 7.655969 -5.613395 -0.270 0.432 0.770
N 1.732899 7.159813 -3.688731 0.428 -0.992 -0.556
N 0.768018 8.958970 -2.065799 -0.463 0.566 0.474
C -0.733734 8.038005 -5.819255 0.160 -0.005 0.197
C -0.166011 8.861096 -4.650405 -0.321 -0.153 0.141
C -1.562661 4.370151 -6.348472 -0.141 0.617 -1.052
C -1.363392 3.811318 -7.599018 -0.179 0.691 0.476
C -1.657242 4.824798 -8.576145 -0.172 0.625 1.040
C -2.024295 5.975133 -7.884287 0.426 -1.288 0.252
C -4.639819 7.513143 -4.850035 -0.096 0.904 -0.933
C -5.611932 8.364903 -5.360132 1.000 -0.544 0.131
C -5.027196 9.070028 -6.462814 0.990 -0.653 0.197
C -3.718447 8.617748 -6.597627 -0.963 0.062 0.613
C 2.190506 5.881956 -3.330210 0.649 0.751 -0.774
C 3.415352 5.656277 -3.943409 -0.843 0.428 0.254
C 3.721151 6.818240 -4.723167 -0.805 0.391 0.312
C 2.678573 7.718469 -4.553924 0.284 -1.116 0.269
C 1.830440 9.866729 -2.183144 -0.735 0.437 0.880
C 1.687732 10.847555 -1.206676 -0.456 -1.043 -0.597
C 0.485436 10.551838 -0.473194 0.039 -0.628 -0.626
C -0.059783 9.403034 -1.017445 0.962 0.510 -0.262
H -1.161566 8.702539 -6.579006 0.168 -0.275 0.185
H 0.062063 7.449629 -6.303002 -0.203 0.077 0.187
H 0.719932 9.430918 -4.959312 -0.331 -0.101 0.241
H -0.913088 9.585192 -4.285690 0.176 -0.161 -0.091
H -1.458898 3.968231 -5.351935 -0.011 -0.023 -0.075
H -1.038066 2.799766 -7.801948 -0.101 0.124 0.033
H -1.599358 4.718787 -9.651407 -0.062 0.044 0.180
H -2.313085 6.948403 -8.245001 -0.024 -0.102 -0.003
H -4.649766 6.833419 -4.014185 -0.073 -0.004 -0.016
H -6.620311 8.477691 -4.985643 0.168 -0.042 -0.033
H -5.503559 9.826504 -7.076902 0.134 -0.223 0.111
H -2.948347 8.915713 -7.289762 -0.195 0.024 -0.014
H 1.585033 5.265352 -2.683387 0.054 0.077 0.001
H 4.020702 4.764087 -3.852229 -0.070 0.125 -0.012
H 4.596603 6.979238 -5.343168 -0.216 -0.040 0.184
H 2.525424 8.692271 -4.991347 0.134 -0.150 0.059
H 2.593947 9.732595 -2.930480 -0.010 0.006 0.084
H 2.354990 11.683092 -1.037530 -0.071 -0.198 -0.047
H 0.075697 11.124789 0.348265 0.065 -0.136 -0.117
H -0.949170 8.842475 -0.776453 -0.007 0.082 0.067
C 2.636730 -1.776009 2.821909 -0.092 -0.057 -0.374
Si 1.285637 -2.862973 2.070832 0.486 -0.809 1.301
C 1.809101 -4.664338 2.178135 -0.052 0.047 -0.361
C -0.262470 -2.643283 3.136904 -0.057 0.055 -0.494
C 1.011944 -2.317439 0.292483 -0.701 0.998 -1.212
H 2.828245 -2.106969 3.852158 -0.064 0.136 -0.234
H 2.381430 -0.707909 2.863106 0.045 -0.018 0.096
H 3.574071 -1.875452 2.259842 -0.096 0.034 0.131
H 2.007531 -4.977535 3.211831 -0.084 0.230 -0.168
H 1.031999 -5.327289 1.776443 0.128 0.116 0.074
H 2.722757 -4.844090 1.597775 -0.141 0.028 0.103
H -0.650508 -1.616654 3.204021 -0.024 -0.027 0.108
H -1.083078 -3.284707 2.791810 0.115 0.099 0.107
H -0.005764 -2.955054 4.159316 -0.040 0.144 -0.236
H 1.894096 -2.439963 -0.371719 -0.272 0.140 0.604
H 0.191042 -2.859871 -0.246774 0.224 0.201 0.488
```
Forces are in eV/Å.

Results
- charge = +2
- F_max (eV/A) = 5.71
- total energy (eV) = -78216.9269
- Kohn-Sham gap (spin up / spin down) (eV) = 2.53 / 2.53
- energy above the lowest of the compared OMol25 structures with the same formula, charge and spin (kcal/mol) = 5.1
- spin multiplicity = 1

Löwdin population analysis, charges in e, atoms 1 to 6:
1. Ce 1.3243
2. C -0.1496
3. C -0.1493
4. C -0.1428
5. C -0.1197
6. C -0.1810

2.
# C31H46O24

A cluster of 8 separate species, C31H46O24 in total in a non-equilibrium geometry (the ωB97M-V functional and the def2-TZVPD basis, the OMol25 dataset).

XYZ file:
```
101
Properties=species:S:1:pos:R:3:forces:R:3
C 2.937759 -1.682991 -1.166693 0.410 -0.336 0.428
C 4.126949 -1.685081 -2.104016 -0.644 0.280 -1.589
C 4.202467 -2.741540 -3.254550 -1.141 -0.284 1.309
O 4.306558 -1.973086 -4.439077 0.258 -0.145 -1.182
C 3.892779 -0.716172 -4.215876 0.052 0.273 0.321
O 3.561214 0.131724 -4.995909 0.386 -0.793 -0.145
O 3.904594 -0.503990 -2.906078 0.042 1.126 0.782
H 3.049229 -2.494536 -0.452815 -0.246 0.100 0.228
H 1.955521 -1.736041 -1.637130 0.275 -0.469 -0.516
H 2.872232 -0.719697 -0.660687 0.501 -0.136 0.327
H 5.103646 -1.578131 -1.634822 -0.173 0.021 0.354
H 3.260823 -3.296410 -3.316867 0.045 -0.018 0.097
H 4.990198 -3.476595 -3.115643 0.323 0.308 -0.384
C -2.129751 4.096268 3.928132 -0.313 0.304 0.549
C -2.027845 3.889643 5.430397 1.401 0.216 -0.224
C -0.780327 3.103327 5.909658 -0.647 -0.107 -1.070
O -0.362016 3.786418 7.075169 0.181 -0.778 0.471
C -0.864244 5.017142 7.052968 0.292 1.532 0.270
O -0.549224 5.924694 7.762478 -0.026 -0.593 0.088
O -1.739237 5.160328 6.051881 -1.229 -0.230 -0.448
H -2.475272 3.157155 3.497849 0.162 0.197 -0.382
H -1.208059 4.480496 3.493331 0.214 -0.457 0.026
H -2.857564 4.885987 3.734295 -0.271 -0.222 0.027
H -2.945025 3.423421 5.794804 -0.090 0.415 0.360
H 0.009665 3.186428 5.159251 0.032 -0.198 0.042
H -1.024590 2.061617 6.103461 0.281 0.006 0.266
C -3.616154 -2.938932 1.711767 -0.886 1.024 -0.409
C -4.206662 -2.543969 0.358735 0.012 -2.073 -0.513
C -5.599841 -1.914200 0.286034 0.391 1.162 0.973
O -5.305765 -0.603586 -0.213460 -0.368 -0.062 -0.184
C -4.057179 -0.554347 -0.669384 0.863 0.839 -0.245
O -3.597594 0.395016 -1.231540 -0.023 -0.385 -0.076
O -3.338036 -1.658685 -0.369266 -1.084 0.086 0.258
H -3.566811 -2.056528 2.354250 0.075 -0.041 0.096
H -2.620694 -3.357553 1.598376 -0.069 -0.208 -0.005
H -4.327196 -3.636600 2.153451 0.306 -0.211 0.172
H -4.335381 -3.457766 -0.232063 0.668 -0.024 -0.035
H -6.033573 -1.759929 1.277094 -0.144 -0.263 -0.125
H -6.310069 -2.387620 -0.389465 0.179 -0.175 0.069
C -1.613692 0.778439 2.220863 -0.962 0.130 -0.739
C -0.797917 -0.495331 2.125419 -0.463 1.192 0.860
C -0.411530 -0.922720 0.709797 0.589 -0.034 0.754
O 0.961913 -1.306553 0.941767 0.056 0.007 -1.116
C 1.426517 -0.837140 2.098447 -0.484 -1.340 1.406
O 2.469887 -1.153995 2.590195 0.470 0.608 -0.595
O 0.449840 -0.221605 2.790096 0.123 -0.004 -0.557
H -2.613432 0.596461 1.805404 0.039 -0.041 -0.054
H -1.180831 1.577240 1.617761 0.271 -0.228 0.044
H -1.800488 1.208975 3.204242 0.416 -0.606 0.280
H -1.252992 -1.313986 2.688501 -0.110 -0.030 -0.114
H -0.469984 -0.109369 -0.011940 0.076 -0.057 0.067
H -0.936398 -1.802568 0.354468 -0.051 0.007 0.020
C -0.428572 -1.522567 -3.180072 0.016 -1.249 -0.335
C -1.363685 -1.030248 -4.251963 -1.515 0.712 0.255
C -1.178383 0.407904 -4.793307 0.780 -0.508 0.571
O -0.946720 0.197255 -6.174033 0.372 -0.267 -0.455
C -0.943461 -1.137968 -6.472802 -1.071 0.945 -0.648
O -0.783699 -1.583104 -7.560372 0.461 0.018 -0.132
O -1.346177 -1.850721 -5.422804 0.774 -0.347 0.703
H 0.572396 -1.723172 -3.571540 0.154 0.723 0.019
H -0.732157 -2.537021 -2.897261 -0.289 0.140 0.155
H -0.447379 -0.908520 -2.284595 0.179 0.257 -0.137
H -2.406772 -1.081930 -3.928566 0.153 -0.196 0.470
H -0.318378 0.905025 -4.342949 0.038 -0.085 -0.147
H -2.027901 1.061758 -4.604758 -0.148 -0.209 -0.340
C 4.572945 -4.978378 4.355082 0.292 0.312 0.926
C 4.309819 -4.107403 3.140346 -0.438 0.476 0.858
C 5.518202 -3.770424 2.302272 0.997 -1.175 0.742
O 5.081656 -4.003446 0.962165 0.463 0.798 -0.374
C 3.907631 -4.677308 0.963719 0.743 -0.544 0.781
O 3.411947 -5.200656 0.018515 -0.151 0.465 -0.216
O 3.472427 -4.778860 2.225599 -1.079 -0.700 -0.498
H 5.183734 -4.412456 5.067594 0.038 0.133 -0.142
H 5.112500 -5.916452 4.216020 -0.053 0.082 -0.657
H 3.677703 -5.221518 4.928188 -0.241 0.110 -0.350
H 3.776323 -3.195917 3.428937 0.066 -0.086 0.136
H 6.304440 -4.486670 2.574264 -0.027 -0.274 -0.528
H 6.009540 -2.827926 2.532354 -0.681 0.535 -0.731
C -2.683185 3.096384 -0.220290 0.014 -0.369 -0.386
C -3.067315 3.182428 -1.689745 0.960 0.865 0.701
C -3.328117 4.632045 -2.136836 0.282 -0.809 -0.355
O -2.568783 4.737705 -3.349180 -0.411 0.089 -0.141
C -1.750935 3.680780 -3.479970 -0.285 -0.050 -0.211
O -1.058028 3.515743 -4.439137 0.214 -0.135 0.553
O -1.870280 2.854070 -2.411044 0.313 -0.043 -1.074
H -3.482243 3.497147 0.403797 0.011 -0.316 0.205
H -1.765046 3.657685 -0.037875 -0.142 0.388 -0.189
H -2.390382 2.071436 0.005460 -0.595 0.076 0.149
H -3.846077 2.496090 -2.024914 0.043 0.118 0.342
H -2.902911 5.374251 -1.462834 -0.480 0.009 0.234
H -4.389593 4.720161 -2.358107 0.095 0.658 0.049
O 0.968466 1.632214 0.346575 0.160 0.065 -0.314
C 1.461454 1.822305 -0.731005 1.396 0.755 0.322
O 2.664202 2.434435 -0.930983 -0.277 -0.614 0.448
C 2.984828 2.465392 -2.347945 -0.747 1.298 0.735
C 1.643906 2.078162 -2.945805 0.959 0.334 -2.330
O 0.932609 1.484737 -1.891569 -1.079 -0.733 -0.287
H 3.191398 3.517536 -2.543668 0.271 -0.148 -0.237
H 3.842293 1.849966 -2.593212 -0.184 -0.272 0.177
H 1.795347 1.457024 -3.832548 -0.083 -0.859 0.600
H 1.103989 2.899535 -3.422290 -0.239 0.346 0.848
```
Forces are in eV/Å.

Results
- F_max (eV/A) = 2.54
- total energy (eV) = -82034.3936
- SMILES = C[C@H]1COC(=O)O1.C[C@H]1COC(=O)O1.C[C@H]1COC(=O)O1.C[C@H]1COC(=O)O1.C[C@H]1COC(=O)O1.C[C@H]1COC(=O)O1.C[C@H]1COC(=O)O1.O=C1OCCO1
- Kohn-Sham gap (eV) = 10.46
- energy above the lowest of the compared OMol25 structures with the same formula, charge and spin (kcal/mol) = 26.2
- spin multiplicity = 1

Löwdin population analysis, charges in e, atoms 1 to 6:
1. C 0.0017
2. C -0.2333
3. C -0.0686
4. O 0.0783
5. C -0.5743
6. O 0.1511

- What is the F_max in the second record?
  2.54 eV/A

- The lowest total energy belongs to which entry?
  C31H46O24

- Among the records above, which one has the highest F_max?
  C31H46CeN4P2Si